Molecular formula: C22H32N2O3S
Method: DFT, ωB97M-V/def2-TZVPD

```
60
Properties=species:S:1:pos:R:3:forces:R:3:nbo_charge:R:1
H 2.695 -0.912 1.933 -0.1 0.1 0.1 0.21
H -0.055 1.384 1.891 0.1 0.1 0.1 0.22
C 3.555 -1.576 1.834 0.2 -0.1 0.0 -0.40
H -1.343 3.698 -1.174 0.0 -0.1 0.0 0.22
C 2.990 -1.823 -0.931 -0.1 -0.1 -0.3 0.03
S -2.936 0.487 -0.806 -0.1 -0.4 0.4 2.30
H 1.042 4.262 -0.757 0.1 0.0 0.0 0.20
H 0.390 -1.265 -1.742 0.0 0.0 -0.1 0.24
H 5.494 -1.520 0.882 0.0 0.1 0.0 0.20
H -7.215 -1.324 0.701 -0.1 0.0 0.0 0.22
H 0.891 3.139 -2.112 0.0 0.1 0.0 0.21
N -2.239 0.879 0.655 -0.2 -0.3 -0.8 -0.90
N 1.486 0.456 -1.852 -0.1 0.0 -0.4 -0.61
C 1.217 0.822 -0.586 0.6 0.6 -0.4 0.73
C -0.694 2.974 -0.675 0.1 0.3 0.1 -0.41
C 0.761 3.242 -1.033 -0.2 -0.1 -0.1 -0.39
H -5.701 0.480 -0.133 -0.1 0.1 0.0 0.24
C -3.524 -2.095 -0.112 0.1 -0.1 -0.1 -0.22
H -1.316 0.460 0.709 0.2 -0.2 -0.1 0.44
C 4.002 -1.049 -0.560 0.3 0.0 0.0 -0.21
H 1.899 3.625 1.350 0.1 0.0 0.0 0.20
H 0.055 2.928 2.718 -0.1 0.0 0.0 0.21
C 2.433 -1.766 -2.326 -0.1 0.3 0.2 -0.42
H 3.184 -1.366 -3.012 0.0 0.0 0.0 0.20
O 0.654 0.084 0.203 -0.2 -0.4 0.4 -0.69
H 3.936 -3.565 1.111 0.0 -0.1 0.0 0.19
C -0.977 3.025 0.833 -0.2 -0.3 0.0 -0.24
C 1.189 -0.859 -2.364 0.0 -0.3 0.0 -0.22
H 4.754 0.064 1.090 0.1 0.0 0.0 0.21
H -1.137 4.072 1.113 0.0 0.0 0.0 0.21
H 2.048 -3.674 -0.437 0.0 0.0 0.0 0.20
H -3.115 2.719 0.575 0.0 0.1 0.2 0.23
C 2.269 -2.714 0.038 0.1 -0.1 0.2 -0.45
H 2.016 1.075 -2.443 0.0 0.1 0.2 0.39
C -6.181 -1.537 0.474 0.0 0.0 0.0 -0.21
C -4.358 -3.102 0.346 0.0 0.0 0.0 -0.21
C -2.282 2.255 1.107 -0.2 0.7 0.2 -0.22
H 4.501 -0.420 -1.288 0.0 0.0 -0.2 0.19
H -2.499 2.257 2.181 0.0 0.1 -0.1 0.20
H 2.209 1.943 1.793 0.0 0.1 0.0 0.22
H 2.455 -3.424 2.066 0.0 -0.1 0.0 0.21
C -5.349 -0.528 0.016 -0.1 0.1 -0.1 -0.22
C -4.032 -0.821 -0.273 0.2 0.3 -0.3 -0.23
C 1.552 2.597 1.215 -0.1 -0.3 0.0 -0.39
H 4.026 -1.681 2.813 0.0 0.0 0.0 0.20
H -2.491 -2.278 -0.359 0.1 -0.1 0.0 0.24
O -3.719 1.593 -1.281 -0.1 0.0 0.3 -0.95
H -3.976 -4.104 0.475 0.0 -0.1 0.0 0.22
C 4.542 -0.979 0.836 -0.1 0.0 0.2 -0.43
C 0.126 2.447 1.739 0.0 0.1 0.1 -0.40
H -6.333 -3.606 0.996 0.0 -0.1 0.0 0.22
C -5.683 -2.820 0.639 -0.1 0.0 0.0 -0.20
H 2.147 -2.761 -2.670 0.0 0.0 -0.1 0.21
C 3.073 -2.926 1.317 -0.2 0.1 0.1 -0.39
H 2.695 2.368 -0.593 -0.1 0.0 0.0 0.22
H -0.960 1.992 -1.068 0.1 0.1 -0.1 0.21
C 1.652 2.256 -0.271 0.1 0.2 0.2 -0.31
H 0.816 -0.766 -3.386 0.0 0.0 0.1 0.21
O -1.954 -0.085 -1.690 0.0 -0.2 0.3 -0.95
H 1.316 -2.239 0.288 -0.1 -0.1 0.0 0.23
```
Positions in Å, forces in eV/Å.

Results
ΔE to the lowest compared entry with this formula, charge and spin   40.2 kcal/mol
Orbital gap   0.35123 Ha
Structure (SMILES)   O=C(NCCC1=CCCCC1)[C@H]1CC[C@@H](CNS(=O)(=O)c2ccccc2)CC1
HOMO level   -8.82 eV
Electronic energy   -43292.122 eV